# 1
Below is the ion C5H5O4P with charge -2, with properties calculated with the ωB97M-V functional and the def2-TZVPD basis.

Last column: Löwdin charge in e.
Element x y z (Å)
1 O 2.66409 1.72734 0.26235  -0.478
2 C -0.12317 1.58480 0.17199  -0.121
3 O -0.76650 -0.94677 0.02112  -0.072
4 H -0.96108 1.53981 0.96966  0.064
5 H 1.01783 1.89139 0.43653  0.057
6 H -0.77553 -2.96897 0.55852  0.106
7 C 1.29291 -1.95661 0.23149  -0.154
8 O 4.21846 -0.13705 0.99463  -0.505
9 H 1.89692 -2.72683 0.40920  0.042
10 O 3.65813 0.05855 -1.47973  -0.470
11 C -0.10146 -2.06809 0.21266  -0.258
12 P 3.20905 0.32173 -0.07204  0.007
13 C 1.70378 -0.67474 -0.03180  -0.070
14 H -0.46193 2.07162 -0.80743  0.055
15 C 0.02023 0.09997 -0.12182  -0.205

Cartesian forces, eV/Å:
O -0.126 0.049 -0.299
C -1.188 -1.575 -0.567
O -1.191 1.616 0.526
H 1.133 1.028 -0.933
H -1.530 -0.429 -0.343
H 1.433 1.920 -1.023
C -3.213 3.115 -0.995
O -0.893 -0.318 -0.321
H 2.376 -3.096 0.709
O 0.304 0.230 -1.107
C -0.666 -3.908 1.114
P 1.493 0.670 1.156
C -5.862 2.467 0.528
H 0.194 -0.048 1.444
C 7.738 -1.720 0.109

Computed properties:
ΔE to the lowest compared entry with this formula, charge and spin   3.1335 eV
Kohn-Sham gap   0.2029 Ha
Total charge   -2
SMILES   Cc1occc1P(=O)([O-])[O-]
Electronic energy   -22741.8885 eV
HOMO level   0.021 Eh

***

# 2
Below is the molecule C4H11NO, with properties calculated with the ωB97M-V functional and the def2-TZVPD basis.

Last column: Löwdin charge in e.
Element x y z (Å)
1 H 1.64638 0.81019 -0.62844  0.105
2 H -1.86709 1.66218 -0.46544  0.111
3 H 2.51195 -0.71964 -0.63159  0.107
4 H -1.35925 -0.38330 1.16275  0.113
5 H 0.60465 -1.63601 0.80925  0.107
6 H -0.75718 0.79061 -1.54981  0.112
7 C -1.43319 0.69211 -0.69940  -0.260
8 H -3.03159 0.25960 -1.60701  0.077
9 H 1.82406 0.73840 1.85201  0.059
10 C 1.82236 -0.11055 -0.04538  -0.313
11 O -2.49476 -0.24082 -0.98428  -0.075
12 H -0.19854 0.89243 1.09285  0.100
13 C -0.67230 0.11667 0.48207  -0.192
14 N 2.40580 0.16673 1.24956  -0.013
15 H 3.31598 0.58638 1.17168  0.059
16 H 0.29892 -1.32836 -0.87577  0.108
17 C 0.47074 -0.83300 0.08148  -0.205

Cartesian forces, eV/Å:
H 0.065 -0.057 -0.101
H 0.020 0.184 0.058
H 0.061 -0.051 0.154
H -0.247 -0.015 -0.172
H -0.092 0.055 0.084
H -0.009 0.086 -0.191
C -0.042 -0.727 0.769
H -0.373 -0.492 -0.124
H 0.077 -0.005 -0.230
C -0.695 0.316 -0.302
O 0.314 0.839 -0.410
H -0.255 0.286 -0.158
C 0.807 -0.171 0.295
N 0.075 -0.364 0.445
H 0.127 0.200 0.033
H -0.407 0.059 -0.033
C 0.573 -0.143 -0.118

Computed properties:
ΔE to the lowest compared entry with this formula, charge and spin   1.0509 eV
Kohn-Sham gap   0.3698 Ha
SMILES   NCCCCO
Electronic energy   -7863.5026 eV
HOMO level   -0.334 Eh

***

# 3
Below is the ion C4H5O2S2 with charge -1, with properties calculated with the ωB97M-V functional and the def2-TZVPD basis.

Last column: Löwdin charge in e.
Element x y z (Å)
1 C -0.48183 -0.69502 -0.24697  -0.761
2 S -0.18647 -0.93056 2.50597  0.445
3 O -0.12017 2.02508 0.92846  0.030
4 H -1.40167 -0.22064 -0.04993  0.055
5 C 0.30302 -1.19698 0.92268  -0.695
6 C 0.59288 0.26235 -0.54295  -0.122
7 C 0.64623 1.65871 -0.18685  -0.576
8 H -1.99188 -0.84656 -2.27490  -0.091
9 S -1.05740 -1.82092 -1.65819  0.570
10 H 1.49321 -0.19659 -0.78105  0.076
11 H 1.19706 -1.67573 0.79465  0.012
12 O 1.26331 2.43608 -0.82554  0.072
13 H -0.25628 1.20078 1.41464  -0.016

Cartesian forces, eV/Å:
C 0.761 -0.745 -0.669
S -0.131 0.209 0.403
O 0.792 0.271 -1.300
H -0.803 0.488 1.132
C -3.098 2.092 -0.633
C -0.762 -0.575 1.580
C -2.117 -1.973 1.369
H 1.737 -1.642 1.151
S -1.206 1.359 -0.804
H 1.561 -0.324 -1.180
H 2.066 -1.328 -0.891
O 1.478 2.479 -0.757
H -0.279 -0.310 0.599

Computed properties:
ΔE to the lowest compared entry with this formula, charge and spin   0.8501 eV
Kohn-Sham gap (spin up / spin down)   0.2362 / 0.2362 Ha
Total charge   -1
SMILES   [O-]/C(O)=C/[C@@H](S)C=S
Electronic energy   -29994.2720 eV
HOMO level (spin up / spin down)   -0.120 / -0.120 Eh

***

# 4
Below is a structure of composition C11H12N2O4PbSe, with properties calculated with the ωB97M-V functional and the def2-TZVPD basis.

Last column: Löwdin charge in e.
Element x y z (Å)
1 H 3.42120 -2.31635 2.12522  0.130
2 H -2.69455 4.46643 -1.94639  0.067
3 C -3.08625 -1.40546 -0.03557  -0.112
4 H 2.84261 0.05889 -2.49913  0.106
5 C 3.06283 -1.81329 1.29065  0.007
6 C -1.52534 -0.03952 1.89816  -0.198
7 C -4.40281 3.67287 -0.99169  -0.121
8 C 3.25687 -2.01957 -0.00060  0.007
9 C 2.46342 -0.91238 -2.20423  0.029
10 O 0.09075 -3.23760 0.55125  0.215
11 H 1.44030 -1.04415 -2.54521  0.061
12 C -3.25876 4.25455 -1.00288  -0.128
13 O -4.06801 -2.07780 0.00501  0.217
14 C -0.45162 -2.18140 0.31653  0.043
15 H -5.06933 3.66131 -0.09254  0.070
16 C 1.86207 -0.22101 0.17859  -0.669
17 H 3.08413 -1.69722 -2.63720  0.113
18 Se 0.80417 1.24479 -0.22458  0.852
19 C -1.20492 -0.74603 -2.05009  -0.207
20 H 1.19244 -0.92759 3.27336  0.103
21 H -2.84302 4.79372 -0.11439  0.067
22 C 1.73599 -0.14851 2.74296  0.014
23 H 2.62072 0.13400 3.32241  0.121
24 Pb -1.33292 -0.19819 -0.11177  0.718
25 N 2.20418 -0.69429 1.43249  -0.087
26 N 2.53216 -1.04772 -0.71767  -0.083
27 H 3.81671 -2.73497 -0.50544  0.130
28 H 1.11060 0.71913 2.59667  0.055
29 O -1.08473 -1.00017 -3.20698  0.206
30 H -4.92097 3.33405 -1.92429  0.069
31 O -1.59793 0.12352 3.07734  0.205

Cartesian forces, eV/Å:
H 0.581 -0.751 1.262
H -0.518 -0.499 0.856
C -8.701 -8.232 0.777
H 0.008 0.102 -0.026
C -1.670 2.179 0.445
C -0.481 -0.537 14.025
C -3.970 -1.225 -0.104
C -1.281 1.728 -1.518
C 0.326 -0.352 0.763
O -4.445 7.951 -1.809
H 0.054 0.040 0.030
C 3.353 2.457 -0.172
O 5.299 4.823 -0.434
C 6.378 -10.735 2.475
H 0.853 -0.159 -0.719
C 2.431 -2.326 0.592
H -0.053 0.118 0.070
Se 1.493 0.710 -0.081
C 1.698 -5.332 -12.823
H 0.012 -0.011 0.022
H -0.390 -0.776 -0.697
C 0.898 -0.549 -0.365
H -0.242 -0.013 -0.082
Pb -1.244 9.299 -1.659
N -0.202 -0.155 -1.004
N -0.724 0.506 0.956
H 0.870 -1.061 -0.691
H 0.009 0.177 -0.205
O -1.084 2.441 6.335
H 0.727 0.122 0.855
O 0.015 0.062 -7.073

Computed properties:
Kohn-Sham gap   0.1937 Ha
Total charge   +2
Electronic energy   -93338.2508 eV
HOMO level   -0.538 Eh

***

# 5
Below is the ion C6H13N with charge -1, with properties calculated with the ωB97M-V functional and the def2-TZVPD basis.

Last column: Löwdin charge in e.
Element x y z (Å)
1 C 1.32045 -1.24220 -1.24153  -0.084
2 H -1.36002 0.17431 -1.34151  0.098
3 C -1.75153 -0.39066 -0.48842  -0.285
4 C -3.00825 0.24882 0.09720  -0.166
5 H -1.91156 -1.41009 -0.83761  0.090
6 C -0.52964 -0.51783 0.46067  -0.206
7 H 1.25884 -2.31676 -1.28548  0.011
8 N 1.52427 0.80560 -0.05364  -0.091
9 H -3.05095 0.03817 1.16705  0.058
10 H -0.44036 0.36347 1.11612  0.070
11 H -0.57277 -1.37161 1.12494  0.084
12 C 1.85308 1.26628 1.27650  -0.439
13 H 1.40706 0.59988 2.00795  0.025
14 H 2.29270 0.83722 -0.69614  0.069
15 H -3.86232 -0.07815 -0.50313  0.052
16 H 2.94070 1.36556 1.40709  0.006
17 H 1.49578 2.29951 1.48787  0.016
18 H -3.01274 1.32908 -0.03823  0.052
19 H 1.74100 -0.78848 -2.15896  0.025
20 C 0.83720 -0.41881 -0.26729  -0.388

Cartesian forces, eV/Å:
C -0.331 0.272 -0.829
H -0.392 -0.049 -0.068
C 1.464 -0.156 -0.034
C 0.508 0.025 -0.460
H -0.364 0.041 -0.223
C 1.299 1.062 0.710
H -1.035 -0.061 -0.021
N -1.319 -0.570 -1.282
H -0.556 -0.126 -0.139
H -0.677 -0.267 -0.048
H -0.216 -0.324 -0.029
C -0.198 1.046 0.245
H 0.296 -0.016 0.327
H 0.376 0.143 0.097
H -0.263 -0.303 0.540
H -0.029 -0.460 0.062
H -0.155 -0.502 -0.158
H 0.318 0.153 0.218
H 0.795 -0.098 0.860
C 0.480 0.190 0.234

Computed properties:
ΔE to the lowest compared entry with this formula, charge and spin   1.7602 eV
Spin multiplicity   2
Kohn-Sham gap (spin up / spin down)   0.0965 / 0.2786 Ha
Total charge   -1
Electronic energy   -7919.5917 eV
HOMO level (spin up / spin down)   0.051 / -0.138 Eh

***

# 6
Below is a structure of composition C3H2INS, with properties calculated with the ωB97M-V functional and the def2-TZVPD basis.

Last column: Löwdin charge in e.
Element x y z (Å)
1 C 0.09302 -0.93022 0.10195  -0.294
2 C -2.13488 -0.66617 -0.07240  -0.974
3 S -1.90102 -2.33569 0.01835  0.935
4 H 1.19218 -0.58684 0.06546  0.141
5 H -0.67125 0.90711 -0.48498  0.072
6 I -4.13361 0.28634 -0.15611  0.696
7 C -0.90704 0.01550 -0.03874  -0.224
8 N -0.30779 -2.17987 0.08045  -0.353

Cartesian forces, eV/Å:
C 1.835 0.056 -0.748
C -1.129 2.060 -0.061
S -0.279 0.820 0.144
H -1.728 -1.194 0.226
H -0.049 2.635 -0.123
I 1.801 -0.897 -0.029
C -2.308 -2.450 -0.087
N 1.856 -1.031 0.678

Computed properties:
ΔE to the lowest compared entry with this formula, charge and spin   0.4509 eV
Kohn-Sham gap   0.3425 Ha
Electronic energy   -23568.1079 eV
HOMO level   -0.347 Eh

***

# 7
Below is the ion C12H18N with charge +1, with properties calculated with the ωB97M-V functional and the def2-TZVPD basis.

Last column: Löwdin charge in e.
Element x y z (Å)
1 H 2.25325 -3.20852 -0.65583  0.098
2 C 2.46482 -0.84047 -0.04205  0.048
3 C -1.50984 1.00051 -0.32980  -0.139
4 C -2.19161 1.28124 -1.58817  -0.075
5 C 0.43277 -1.39323 1.29016  -0.131
6 C 0.33497 0.09038 1.73989  -0.107
7 H -0.56194 -3.43395 1.86920  0.104
8 H 2.29226 0.02804 0.64926  0.089
9 H 0.70499 -2.74086 -1.33438  0.108
10 H -1.42495 -0.08826 -0.29583  0.108
11 C -0.06378 2.97355 -0.78315  -0.027
12 N 1.37295 -1.76722 0.42710  -0.123
13 C 1.21218 -2.97022 -0.40876  -0.007
14 C -0.70105 -2.36930 1.62124  0.000
15 H 3.49358 -1.28645 -0.00050  0.125
16 H 2.12694 -0.78239 -1.07202  0.106
17 H 1.06136 0.15276 2.57575  0.139
18 H -2.54011 2.63592 -3.09092  0.097
19 H -2.81029 0.51584 -2.05580  0.115
20 C -0.93843 3.30755 -1.85033  -0.021
21 H -1.13878 -2.08340 2.54800  0.079
22 C -1.88284 2.38318 -2.31485  -0.087
23 H 0.79500 3.63988 -0.58434  0.128
24 H -1.51935 -2.40345 0.92766  0.098
25 H -0.59213 0.11405 2.27309  0.098
26 H 1.29590 2.21851 1.15469  0.116
27 C -0.28661 1.79835 -0.07314  -0.292
28 H -0.78204 4.25606 -2.23587  0.087
29 H -2.22528 1.38193 0.52795  0.196
30 H 0.85314 -3.90862 0.09793  0.120
31 C 0.47491 1.49859 1.01383  -0.048

Cartesian forces, eV/Å:
H -0.271 -0.220 -0.344
C -1.240 -0.519 1.261
C -1.759 0.248 1.153
C 0.412 0.633 -2.091
C 0.711 0.063 -3.000
C 0.919 0.777 1.674
H 1.201 0.324 -0.668
H 0.926 -0.420 -1.578
H -0.449 0.116 -0.033
H 0.302 0.086 0.686
C -1.587 2.580 -3.504
N -1.621 0.024 1.557
C 1.844 -1.436 0.887
C 0.497 -0.195 0.993
H -1.172 0.201 0.279
H 0.666 1.225 -0.306
H -0.159 -0.121 -0.121
H -0.365 0.199 -1.480
H -0.295 0.294 0.449
C 3.220 -1.094 3.873
H -0.474 0.925 0.744
C -1.641 -1.322 1.411
H -0.677 -0.478 0.160
H -0.222 0.546 -0.835
H -0.806 0.031 0.326
H -0.108 -0.927 0.738
C 0.839 -1.666 2.435
H 0.057 1.506 -1.257
H 0.953 -1.076 -1.347
H -0.112 1.412 -0.327
C 0.410 -1.719 -1.737

Computed properties:
ΔE to the lowest compared entry with this formula, charge and spin   4.2829 eV
Kohn-Sham gap (spin up / spin down)   0.2413 / 0.2413 Ha
Total charge   +1
SMILES   CC(C/C=C1/C=CC=CC1)=[N+](C)C
Electronic energy   -14216.1389 eV
HOMO level (spin up / spin down)   -0.390 / -0.390 Eh